Entry 1:
This record from the OMol25 dataset describes C3H4O2 in the gas phase. The level of theory is ωB97M-V/def2-TZVPD.

Geometry as XYZ:
```
9
Properties=species:S:1:pos:R:3:forces:R:3
C 1.262427 0.564485 -0.680249 -3.375 -1.248 2.206
C 0.137117 0.082155 -0.053029 0.625 -1.132 -0.863
O -0.515815 0.780959 0.841341 -1.425 2.059 2.972
C -1.084630 -1.347554 0.152558 2.392 3.608 -4.805
O -1.861022 -1.543019 -0.717538 0.118 -0.516 1.194
H 1.531785 0.008322 -1.504841 1.434 -0.719 -1.557
H 1.642057 1.510260 -0.321045 0.217 0.073 -0.442
H -0.184634 1.653948 1.175004 0.147 -1.081 -0.904
H -0.927285 -1.709557 1.107800 -0.133 -1.044 2.199
```
Forces are in eV/Å.

For the HOMO-LUMO gap, the calculation gives 9.41 eV. Its net charge is 0. Its LUMO energy is 0.656 eV. The value obtained for the strongest force on any atom is 6.467 eV/A. The total energy comes out at -267.071994 hartree. For the energy above the lowest of the compared OMol25 structures with the same formula, charge and spin, the calculation gives 75.8 kcal per mole. The HOMO energy comes out at -8.8 eV.

***

Entry 2:
This record from the OMol25 dataset describes 2 unconnected molecules or ions with the total composition CH4NOPS. The level of theory is ωB97M-V/def2-TZVPD.

Geometry as XYZ:
```
9
Properties=species:S:1:pos:R:3:forces:R:3
C -0.457879 -1.335603 0.147169 3.997 -1.450 3.313
N -1.077556 -0.431952 -0.482818 -1.860 2.893 -2.296
O -0.491402 -2.067548 1.099680 -1.208 0.700 -1.825
P 2.134058 -0.522086 -0.036547 -1.382 0.302 -0.183
S -2.880653 0.056171 -0.269871 1.878 2.104 -1.312
H -0.590007 0.159865 -1.175726 -0.364 -0.917 0.768
H 1.956471 -0.198809 1.359013 0.181 -0.509 -0.486
H 2.773347 -1.777536 0.078770 -0.242 -0.069 0.390
H -2.962168 -1.059995 0.263032 -1.000 -3.054 1.630
```
Forces are in eV/Å.

For the HOMO-LUMO gap (alpha / beta), the calculation gives 7.05 / 6.66 eV. Its net charge is 0. Its LUMO energy (alpha / beta) is -1.140 / -1.236 eV. The value obtained for the strongest force on any atom is 5.390 eV/A. The total energy comes out at -909.901720 hartree. For the energy above the lowest of the compared OMol25 structures with the same formula, charge and spin, the calculation gives 64.8 kcal per mole. The HOMO energy (alpha / beta) comes out at -8.2 / -7.9 eV.

***

Entry 3:
This record from the OMol25 dataset describes a molecular structure, C13H29N4O9V. The level of theory is ωB97M-V/def2-TZVPD.

Geometry as XYZ:
```
56
Properties=species:S:1:pos:R:3:forces:R:3
O 0.079981 0.902067 -1.386175 0.995 2.337 -2.460
V -0.246301 0.188861 -0.014553 0.313 -0.409 2.097
O -0.975840 -1.214447 -0.319168 -1.038 -1.731 0.543
O -0.112577 1.685149 3.783443 -0.474 -1.062 0.793
C 0.102023 1.005632 2.663411 2.040 1.137 -6.042
O -0.284354 -0.141731 2.412010 -1.732 -2.399 2.765
O 0.605557 1.582736 1.685807 1.310 2.337 -0.659
H -0.660822 0.919865 3.971520 -1.402 -0.123 2.835
C -2.772074 2.396076 0.610578 2.260 -1.356 -3.190
O -2.081669 1.417920 0.275343 -1.484 1.143 1.847
N -3.113737 3.282138 -0.366520 -2.315 2.090 2.463
C -3.932367 4.424165 0.066824 -1.114 0.205 0.207
C -2.811272 3.311709 -1.759765 0.812 -1.099 -0.400
H -3.099734 2.720757 1.610295 0.143 -0.520 -0.038
H -3.654694 5.430574 -0.246441 0.944 -0.208 -0.273
H -4.112534 4.510050 1.138384 0.691 -0.420 0.215
H -4.964030 4.378192 -0.281970 -0.183 -0.507 -0.549
H -2.023082 4.057690 -1.861645 0.018 -0.087 -0.692
H -2.487369 2.327257 -2.097462 0.587 0.063 0.261
H -3.679175 3.514225 -2.387328 -0.214 0.488 0.328
C 3.174504 0.021248 -4.471064 -0.255 -0.320 0.823
O 3.305098 -1.078842 -3.965633 0.022 0.164 -0.559
N 3.256406 1.191402 -3.799599 -0.192 1.488 -0.150
C 3.365606 2.447339 -4.590494 -0.022 -0.471 0.816
C 3.451752 1.188688 -2.331845 0.110 -1.198 -0.485
H 2.910762 0.189510 -5.526675 0.203 -0.203 -0.181
H 4.208113 2.982529 -4.152469 0.186 0.179 -0.441
H 2.523400 3.139222 -4.599376 -0.460 -0.282 0.740
H 3.490273 2.253828 -5.655910 0.531 -0.375 0.138
H 2.587928 1.440718 -1.716707 -0.292 0.553 -0.458
H 3.591273 0.132585 -2.101000 0.070 -0.020 -0.067
H 4.371465 1.683792 -2.020251 -0.049 0.425 -0.230
C 3.068818 -0.927991 0.391723 -3.802 1.082 -1.367
O 1.865478 -0.784287 0.002286 3.718 -0.259 0.853
N 3.375589 -1.628522 1.462784 0.766 -1.791 3.731
C 4.749681 -1.810925 2.051916 -0.169 0.214 -2.336
C 2.306262 -2.103033 2.422109 0.856 -0.012 -1.013
H 3.924315 -0.447268 -0.107497 -0.116 -0.191 -0.113
H 5.449169 -1.337600 1.362866 0.016 0.892 0.282
H 5.162105 -2.812146 1.927142 -0.847 -0.626 0.409
H 4.900589 -1.493356 3.083651 -0.467 0.279 -0.175
H 1.328490 -2.136769 1.941565 0.164 0.397 0.054
H 2.574658 -3.108252 2.747088 0.084 -0.083 -0.070
H 2.335483 -1.456341 3.299048 -0.310 0.135 -0.112
C -2.594094 -4.385684 0.414059 0.094 -0.577 0.360
O -3.088091 -5.254547 -0.300746 0.237 0.636 0.249
N -3.275227 -3.572754 1.244604 -2.794 -0.679 0.151
C -2.669323 -2.634486 2.168362 0.073 0.318 -0.612
C -4.769524 -3.723647 1.331258 0.657 0.139 0.662
H -1.509466 -4.244197 0.539646 0.016 0.082 -0.357
H -3.127888 -2.613096 3.156977 -0.178 -0.718 0.111
H -2.824780 -1.623359 1.792143 0.680 0.087 -0.167
H -1.617783 -2.908429 2.253960 -0.001 0.588 -0.021
H -5.040749 -3.873231 2.376322 0.225 -0.086 0.305
H -5.336157 -2.832064 1.062718 0.394 0.246 -0.455
H -5.200066 -4.578918 0.810450 0.696 0.109 -0.363
```
Forces are in eV/Å.

For the HOMO-LUMO gap (alpha / beta), the calculation gives 4.64 / 6.65 eV. Its net charge is -1. Its LUMO energy (alpha / beta) is 2.634 / 2.629 eV. The value obtained for the strongest force on any atom is 6.478 eV/A. The total energy comes out at -2352.974258 hartree. As for the spin multiplicity: 2. As for the expectation value of S²: 0.7550. For the energy above the lowest of the compared OMol25 structures with the same formula, charge and spin, the calculation gives 14.5 kcal per mole. The HOMO energy (alpha / beta) comes out at -2.0 / -4.0 eV.

***

- The lowest net charge belongs to which entry?
  C13H29N4O9V